Entry 1:
Formula: C11H27ClIO2P2Ti
Source: the OMol25 dataset
Level of theory: ωB97M-V/def2-TZVPD

```
! wB97M-V def2-TZVPD RIJCOSX def2/J DEFGRID3
* xyz 3 1
C -0.080 1.192 -4.994
C -0.150 1.454 -3.564
H -0.063 2.087 -5.657
H -0.950 0.555 -5.268
H 0.820 0.574 -5.197
O -0.210 2.209 -2.642
I 0.717 -3.275 -1.767
Ti -0.026 -1.123 -0.588
P 2.337 -0.198 -0.666
C 3.022 1.149 0.319
C 3.199 -1.581 0.136
H 4.267 -1.377 0.023
H 4.288 -0.097 -1.956
H 2.969 -2.540 -0.334
H 2.869 -0.620 -2.981
H 2.486 1.305 1.252
H 2.948 -1.664 1.196
C 3.227 0.076 -2.207
H 4.068 0.916 0.533
H 3.047 1.125 -2.497
H 2.980 2.065 -0.266
P -2.421 -0.234 -0.761
C -3.073 1.222 0.120
C -3.297 -0.017 -2.343
H -3.289 -2.498 -0.484
H -4.558 -1.307 -0.099
H -3.234 -1.657 1.054
C -3.486 -1.533 -0.003
H -2.914 -0.765 -3.049
H -4.379 -0.160 -2.168
H -4.166 1.151 0.251
H -2.863 2.118 -0.473
H -3.100 0.997 -2.716
H -2.608 1.342 1.100
Cl -0.744 -2.632 1.046
C 1.286 -0.532 3.198
C 0.281 0.111 2.338
C -0.814 0.915 2.913
O 0.336 -0.043 1.090
H 1.096 -0.300 4.244
H 2.311 -0.206 2.965
H 1.225 -1.633 3.120
H -0.938 1.838 2.333
H -1.732 0.306 2.886
H -0.618 1.186 3.967
*
```

For the LUMO energy, the calculation gives -13.0 eV. The calculation puts the largest force on an atom at 0.1676 hartree/bohr.



Entry 2:
Formula: C6H7NO
Source: the OMol25 dataset
Level of theory: ωB97M-V/def2-TZVPD

```
! wB97M-V def2-TZVPD RIJCOSX def2/J DEFGRID3
* xyz 0 1
C 2.321 -0.825 -0.094
C 1.096 -0.068 -0.108
C -0.041 -0.493 0.217
C -1.058 0.591 -0.013
C -2.362 0.449 -0.179
O -3.052 -0.705 0.043
C -0.085 1.701 0.014
N 1.172 1.331 0.042
H 3.179 -0.727 0.879
H 3.018 -0.417 -0.832
H 1.991 -1.857 -0.166
H -0.156 -1.495 -0.041
H -3.032 1.255 -0.314
H -2.620 -1.524 0.208
H -0.371 2.787 0.343
*
```

As for the energy above the lowest of the compared OMol25 structures with the same formula, charge and spin: 71.64 kcal/mol. Its SMILES is CC1=C/C(=C\O)C=N1. For the LUMO energy, the calculation gives 0.0 eV. The calculation puts the largest force on an atom at 0.1342 hartree/bohr.



Result set for HOMO energy: -0.680, -0.329 Ha, one per record in the order listed.